The following is a quantum chemistry calculation of C24H26FIrNS3Sb as an isolated structure, from the OMol25 dataset.

```
57
Properties=species:S:1:pos:R:3:forces:R:3
H 0.248802 1.753338 5.615223 0.0 0.0 0.0
H 1.850044 -0.600999 -1.612376 0.0 0.0 0.1
C -0.402003 0.524569 2.520203 -0.1 0.1 0.1
C 3.836373 2.954582 -1.658652 -0.1 -0.1 -0.1
S 0.991444 -2.198543 4.162589 0.0 0.0 0.0
C -0.624759 2.510908 -0.754214 0.3 0.0 0.1
H 0.988635 0.786141 -4.280967 0.0 0.0 0.1
C -1.826751 1.829582 -0.680070 -0.1 -0.1 0.0
C 3.378335 4.250089 0.297471 0.0 0.0 0.1
C -3.062114 3.549994 -1.722678 -0.1 0.1 0.0
C -3.033137 2.294496 -1.133039 -0.1 -0.1 0.0
F -1.752942 0.564547 -0.146962 -0.2 -0.1 0.0
Sb 1.971340 -2.390644 2.169982 0.3 -0.3 0.4
H 0.241288 4.320351 -1.507089 0.0 0.0 0.0
Ir 0.438990 0.236023 0.754145 -0.7 0.2 0.2
H 1.350843 1.337990 3.467169 0.0 0.0 0.0
S 0.100725 -1.934519 0.541269 0.0 0.2 -0.5
H -3.920133 1.679058 -1.030111 0.1 0.1 0.0
H 3.570551 -0.252621 -1.684560 0.0 0.0 0.0
H 0.637008 2.347275 -3.537150 0.0 0.0 0.0
C 2.167136 3.587326 0.479278 0.0 -0.1 0.0
C -1.880680 4.264575 -1.849973 0.1 0.1 0.0
N 0.534683 1.915538 -0.239068 0.3 0.0 -0.1
C 2.636518 -0.182886 -2.239793 0.0 0.0 -0.1
C 1.307348 3.948243 1.679079 0.1 0.1 0.0
H -1.889737 5.238216 -2.325666 0.0 -0.1 0.0
C 1.794545 2.598683 -0.449038 0.0 -0.2 -0.3
H 0.057837 5.416631 0.644307 0.0 0.0 0.1
C -0.674623 3.755895 -1.383501 0.0 0.1 0.0
H 2.839661 4.701580 3.036791 -0.1 -0.1 0.0
H -2.290634 -0.353360 1.937319 -0.1 -0.1 -0.1
C 2.620606 2.279568 -1.550543 -0.3 0.0 0.0
C -1.737736 0.132699 2.719724 0.2 0.2 0.1
C 2.324433 1.256469 -2.659224 0.0 0.0 0.2
H -3.379238 0.049061 4.083200 0.1 0.0 0.0
C 0.311399 1.082650 3.585721 0.0 -0.1 0.0
H 3.674830 5.020340 1.004276 0.0 -0.1 -0.1
C 0.690171 5.342767 1.531961 0.0 0.1 0.0
C 2.122021 3.875495 2.976744 0.1 0.1 0.1
H 3.041296 1.509414 -3.442710 0.1 0.0 0.0
H 2.687558 2.942317 3.045826 0.0 0.1 0.0
H 4.492388 2.713073 -2.490802 -0.1 0.0 0.1
H -2.130483 1.126910 5.938689 0.0 0.0 -0.1
H 5.167039 4.439618 -0.871123 -0.1 0.0 0.0
H 0.172443 0.847716 -2.728523 -0.1 0.0 0.1
S 2.521918 -0.063655 1.446638 0.4 0.1 0.0
H 0.074344 5.577206 2.406961 0.1 0.0 -0.1
H 2.704299 -0.819630 -3.126324 0.0 0.0 0.0
C 0.946099 1.322540 -3.328608 0.1 0.1 0.0
H -3.998116 3.957941 -2.083736 0.1 0.0 0.0
C -0.317086 1.311636 4.803105 -0.2 0.0 0.1
H 1.460536 3.947880 3.846379 0.1 0.0 -0.1
C -1.645881 0.958365 4.983329 0.1 0.0 -0.1
C 4.216388 3.929413 -0.753729 0.1 0.0 0.0
C -2.349025 0.356916 3.940311 0.0 0.0 0.1
H 1.474033 6.105428 1.458678 -0.1 -0.1 0.0
H 0.496897 3.225751 1.748705 -0.1 0.0 0.0
```
Forces are in eV/Å.

Values from the calculation:
E_HOMO (spin up / spin down): -7.52 / -7.51 eV
Calculated total energy: -71400.1203 eV
LUMO (spin up / spin down): -0.0918 / -0.0919 Eh



The following is a quantum chemistry calculation of C24H26IN4O3S2Zr as an isolated structure, from the OMol25 dataset.

```
61
Properties=species:S:1:pos:R:3:forces:R:3
H 5.887050 -1.958725 -0.016859 -0.2 -0.2 0.0
H -4.954646 -3.989139 -2.137603 0.1 -0.4 -0.3
N -2.271866 -1.504230 0.760610 -0.9 -1.1 -2.2
C 0.760563 2.892858 0.910198 -1.0 -1.5 0.2
H 0.329429 0.207169 -3.874400 -0.3 0.3 -0.1
Zr -0.173923 0.648707 1.064204 -1.4 -3.3 0.6
H 0.667864 5.006796 0.732049 0.3 -0.7 -0.3
N -1.274601 1.501198 3.014499 -0.4 -1.0 1.2
C 1.914243 0.683775 -2.549236 -0.3 0.1 -0.5
H 3.573194 1.409405 -1.360511 0.2 -0.2 0.0
S -2.009192 0.474720 -1.027930 0.8 0.7 0.1
C 3.086832 -2.561169 -2.551891 -0.2 -0.9 -0.9
O -0.383526 2.555482 0.330706 2.4 1.7 0.9
H -4.437153 -5.119317 -0.782540 -0.2 0.7 -0.5
C -3.163964 -3.374539 -1.028965 -0.7 -0.3 1.1
I 0.728771 -1.097083 3.421515 0.1 0.4 -0.8
H -4.305045 1.107668 4.497302 -0.2 -0.3 0.3
H 4.176675 3.160290 -2.960091 0.0 0.0 -0.1
C -2.492160 -1.077879 -0.495353 0.0 -1.1 1.9
C 5.185411 -3.150165 -1.644237 -0.2 -0.4 -0.3
H 4.285285 -4.149960 -3.358884 0.1 0.1 0.1
C -2.770069 -0.262793 2.620442 0.6 -1.3 -3.2
C -0.730372 2.370616 3.859161 -0.3 0.4 0.7
H -3.151399 -1.657139 -2.303534 -0.1 -0.1 0.8
C -2.479860 0.898677 3.378344 1.3 2.5 0.0
C -3.298550 1.451307 4.369587 1.4 -0.5 -0.5
O 1.386372 -0.193006 -0.089911 -0.6 0.0 -0.7
H -2.420207 -3.937912 -1.603629 0.0 0.6 -0.4
H 2.231404 4.414818 1.254197 0.0 -0.4 -0.2
C 1.124627 0.913266 -3.674087 0.1 -0.2 0.3
C -1.478620 2.946315 4.907715 0.4 0.1 0.0
H -5.255793 -3.556577 -0.531595 -0.5 0.3 0.8
C -2.741228 2.445446 5.167592 -0.4 0.5 -0.1
H 0.679929 2.140548 -5.367444 1.0 0.0 0.7
N -3.193557 -1.905692 -1.306589 0.8 -1.1 -1.1
H -1.097743 3.819063 5.475826 0.0 -1.0 -0.3
H -3.318498 2.828188 6.001485 0.0 0.2 -0.1
C 5.048950 -2.164392 -0.679590 0.0 0.8 0.4
H 3.774763 -0.598420 0.178922 0.0 -0.3 -0.2
C -4.543880 -4.069919 -1.137532 1.1 0.1 -0.1
N -1.933461 -0.532936 1.599368 -2.0 2.0 3.2
H -2.817055 -3.464876 0.012612 -0.2 0.1 -0.4
H 2.782670 3.452572 -5.066684 0.5 1.1 -0.6
S 1.400279 -0.726273 -1.562258 1.1 0.7 0.4
O 1.246722 1.986736 1.732290 0.0 3.0 -1.3
H -3.777300 -2.106492 2.472670 -0.6 1.1 0.1
C 3.325300 2.530733 -3.180404 -0.3 -0.5 0.1
C 4.198014 -3.380845 -2.603224 0.4 0.6 0.7
C 1.400559 1.978653 -4.526792 -0.6 -0.4 -0.7
C 3.016642 1.496840 -2.282804 -0.3 0.7 -0.2
H -4.092849 -1.230803 3.997327 0.3 0.3 -1.0
C 2.940392 -1.632662 -1.553428 -0.6 0.7 0.5
H -4.945903 -0.628642 2.570350 0.9 -0.4 -0.2
H 6.063638 -3.774182 -1.646518 0.2 0.0 0.0
C -3.972564 -1.081776 2.885112 -0.4 -1.3 1.2
C 3.895129 -1.367013 -0.582343 0.7 -0.8 -0.5
C 1.402065 4.181472 0.581661 -0.1 1.0 0.8
H 0.357796 2.520426 3.805027 -0.7 0.4 -0.5
C 2.548148 2.742270 -4.331168 -0.7 -1.2 1.2
H 1.728151 4.191864 -0.459510 -0.1 -0.1 0.0
H 2.338116 -2.703326 -3.323231 -0.3 0.1 0.2
```
Forces are in eV/Å.

Values from the calculation:
E_HOMO: -10.37 eV
Calculated total energy: -68462.4910 eV
Energy relative to the best compared isomer or geometry (same formula, charge and spin): 20.8 kcal/mol
LUMO: -0.1356 Eh
Net charge: +1



The following is a quantum chemistry calculation of one molecule with the formula C24H26N2O3, from the OMol25 dataset.

```
55
Properties=species:S:1:pos:R:3:forces:R:3
C 2.407290 -2.527093 -3.470772 0.2 0.1 -0.1
H 5.162165 -0.559858 -2.093506 -0.1 0.0 0.1
O 0.506887 0.356906 0.054273 0.0 0.1 0.0
C -1.658801 2.621615 5.056287 0.0 0.0 -0.1
C 0.821236 -1.150768 -2.324700 0.3 0.0 -0.2
H -4.336081 0.647630 3.066469 -0.1 0.0 0.2
H -4.287987 -0.032539 0.717952 0.0 0.0 0.0
H -1.396996 3.497633 4.481344 0.0 0.1 -0.1
H 2.757995 -3.493841 -3.794843 0.0 -0.1 0.0
C 2.709217 -0.146160 -3.420145 0.3 0.0 -0.2
C -1.544966 -1.674828 -1.850235 -0.5 0.0 0.1
N -0.364812 -1.014238 -1.553479 0.4 0.0 -0.3
H 4.710149 0.319668 -5.036238 0.0 -0.1 0.0
C 1.256742 -2.408799 -2.724199 0.0 0.2 0.1
C -2.406256 1.475462 2.961423 -0.1 0.0 -0.2
C -3.526477 0.984080 2.434702 0.0 0.0 -0.1
O 4.257475 -1.661628 -4.573145 -0.1 -0.2 0.1
C -2.196538 1.506381 4.419170 0.0 -0.1 0.2
H 7.136126 0.036297 -4.356471 0.0 0.0 -0.1
H -3.389241 -0.759530 -1.334465 0.0 0.0 0.0
C 5.946051 0.029461 -2.563220 0.1 -0.1 -0.1
N -2.546278 0.982910 0.160486 0.1 0.0 -0.2
H 6.735587 -1.576505 -3.754675 0.1 0.0 -0.1
C 5.191799 -0.654457 -4.911017 0.6 0.2 -0.1
H -4.419687 1.722270 0.639548 -0.1 -0.1 0.0
C 6.345850 -0.568280 -3.906778 -0.4 0.0 0.0
C -2.545427 0.403286 5.196424 0.0 0.0 0.0
H -0.450761 1.295672 2.129554 0.0 0.1 0.0
C -1.830002 1.531402 7.187660 0.0 0.0 0.1
H 6.804311 0.048458 -1.895614 0.0 0.0 0.1
C -2.569833 -1.263017 -0.819196 -0.1 -0.1 0.1
H 3.250885 0.751519 -3.670080 0.1 0.0 0.0
H 1.210741 0.951697 -2.372613 0.0 0.1 0.0
H -1.069266 3.511469 6.905408 0.0 0.1 0.0
H -1.765637 -0.732312 1.148289 0.1 0.0 -0.1
H -0.945102 2.952793 2.431340 0.1 0.0 0.0
H -0.909932 2.261804 -0.031489 -0.1 0.1 0.1
C 3.156470 -1.400489 -3.825579 -0.4 -0.1 0.1
C 1.547212 -0.025609 -2.680469 -0.2 -0.2 0.1
C -1.852087 -0.302719 0.133613 -0.3 -0.1 0.2
C -1.299808 1.983693 2.078351 -0.1 0.0 -0.3
H -2.418925 2.991513 0.528119 0.0 0.0 0.0
H -1.686771 1.541662 8.258036 0.0 0.0 0.1
O -1.702839 -2.432675 -2.767914 0.0 -0.1 -0.1
H 5.588173 1.049675 -2.684466 -0.1 0.1 0.0
C -0.431875 -0.226885 -0.421943 -0.1 0.0 0.3
H -2.949389 -0.476012 4.715399 0.0 -0.1 -0.1
C -1.767722 2.118466 0.625716 0.3 0.2 0.1
H 0.691271 -3.286922 -2.457454 0.0 -0.1 0.0
H 5.589222 -0.965642 -5.882977 -0.1 0.1 0.1
H -2.969863 -2.151144 -0.329713 0.0 0.0 -0.1
H -2.634340 -0.452080 7.151622 0.0 -0.1 0.0
C -1.481394 2.634537 6.427345 0.0 0.1 0.1
C -2.362845 0.414636 6.566344 0.0 0.0 0.1
C -3.766554 0.897992 0.954134 0.0 0.1 -0.1
```
Forces are in eV/Å.

Values from the calculation:
E_HOMO: -8.35 eV
Calculated total energy: -34433.0641 eV
Energy relative to the best compared isomer or geometry (same formula, charge and spin): 23.6 kcal/mol
LUMO: 0.0261 Eh
SMILES: CCCOc1ccc(N2C(=O)C[C@H](N3CC=C(c4ccccc4)CC3)C2=O)cc1



The following is a quantum chemistry calculation of one molecule with the formula C24H26N2O3S2, from the OMol25 dataset.

```
57
Properties=species:S:1:pos:R:3:forces:R:3
C 3.054388 0.513504 -1.450674 0.0 0.0 0.0
H -4.887065 2.441696 -0.000569 0.0 0.1 0.0
C -4.416909 1.478515 0.128991 -0.1 0.1 0.0
O 5.864096 -0.673869 0.948539 -0.3 0.0 0.2
S -2.479984 -2.855296 -1.939912 0.1 0.1 -0.2
H 4.763129 0.800744 2.526815 -0.2 0.1 0.1
O -0.896201 0.411400 -2.914643 0.1 0.2 -0.2
H 1.235093 0.741509 -2.561606 0.0 0.0 0.0
H 4.411217 2.772723 3.910578 0.0 0.0 0.0
C 1.726813 0.253567 -1.736959 0.0 0.1 -0.1
C 2.981223 -1.028356 0.392959 0.0 -0.1 0.1
C 4.640715 4.292540 2.389380 0.2 -0.1 0.1
H -3.856316 1.315331 -1.929996 0.0 0.0 -0.1
C 5.823082 4.886497 1.630224 -0.3 0.0 0.0
C 3.670513 -0.123776 -0.391289 0.7 0.1 0.2
H 6.011742 2.819894 3.167138 0.1 0.0 0.1
O 6.091699 0.545938 -1.194923 -0.3 0.2 -0.1
H 3.629389 1.196318 -2.056267 0.0 0.1 -0.2
H 5.005239 2.488231 0.166799 0.0 0.1 -0.3
H -5.729793 -6.187602 -0.678583 0.0 -0.1 0.0
H -3.767003 -0.832137 2.502118 0.0 0.0 0.1
H -2.752850 -1.961413 0.581644 0.0 -0.1 0.0
H -3.462982 -5.308272 -1.095896 0.1 -0.1 0.1
C -6.524505 -3.041107 -1.606060 -0.1 0.0 0.0
H -7.378008 -2.396271 -1.753649 -0.1 0.0 0.0
N 5.247746 1.745459 0.802741 0.4 -0.6 -0.5
H -4.846866 1.370179 2.223714 0.0 0.0 0.1
H 6.647056 5.078263 2.313796 0.1 0.0 0.0
H -5.142545 -1.526587 -2.184915 0.0 0.1 0.0
C -5.255482 -2.544713 -1.849823 0.0 0.0 0.0
C -4.329486 -4.679287 -1.234705 0.1 0.1 0.0
C -4.155344 -3.365020 -1.655638 0.2 0.2 0.0
C -3.787664 -0.356205 1.533197 0.0 0.0 0.1
C -6.703469 -4.346346 -1.183703 -0.1 0.0 0.0
H 5.541378 5.828719 1.164539 0.1 0.1 -0.1
H 3.500749 -1.516377 1.201949 0.0 -0.1 0.1
H 3.434157 1.795020 1.882712 0.1 0.0 0.1
N -0.321378 -0.961255 -1.178541 0.1 -0.3 0.2
H 6.176678 4.207374 0.859762 0.1 0.0 -0.1
C 1.656132 -1.298003 0.112535 0.0 0.1 -0.1
C 4.522214 1.753737 2.050805 -0.2 -0.1 0.7
H -3.105595 -0.748391 -2.927633 0.2 0.1 0.2
C -2.582342 -1.026008 -2.008822 -0.1 -0.5 -0.1
C -3.205842 -0.989055 0.449136 0.0 0.0 0.0
S 5.366574 0.287607 0.011939 -0.1 0.4 -0.1
H -7.697113 -4.724334 -0.997477 -0.1 0.0 0.0
C 4.943873 2.904157 2.966829 -0.2 -0.1 -0.2
C -4.393141 0.878046 1.376844 0.0 0.1 0.1
C -1.164772 -0.449242 -2.112200 -0.3 -0.3 -0.1
C -3.842198 0.845545 -0.957246 0.1 -0.1 0.0
H 1.108313 -2.009477 0.713375 -0.1 -0.1 0.1
C -3.235083 -0.396561 -0.805904 -0.2 0.1 0.2
H 3.770296 4.229748 1.731664 -0.1 0.0 0.0
H 4.379652 4.971143 3.204423 -0.1 0.0 -0.1
C 1.018246 -0.654712 -0.950488 0.4 0.2 0.1
H -0.700752 -1.687487 -0.583159 0.0 0.1 -0.1
C -5.600715 -5.166247 -1.003865 0.0 -0.1 0.0
```
Forces are in eV/Å.

Values from the calculation:
E_HOMO: -8.70 eV
Calculated total energy: -56103.7070 eV
Energy relative to the best compared isomer or geometry (same formula, charge and spin): 10.7 kcal/mol
LUMO: 0.0155 Eh
SMILES: CCCCNS(=O)(=O)c1ccc(NC(=O)[C@@H](Sc2ccccc2)c2ccccc2)cc1